1.
The following is a quantum chemistry calculation of 2 unconnected molecules or ions with the total composition C10H16O in a non-equilibrium geometry, from the OMol25 dataset.

Last columns: bonded neighbours and bond lengths (Å).
Element x y z (Å)
1 C -2.0402 -0.6265 0.4180  C2 1.518, C3 1.509, H4 1.091, H5 1.095
2 C -3.4933 -0.8275 0.0269  C1 1.518, H6 1.088, H9 1.100, H10 1.102
3 C -1.9779 0.2177 1.6669  C1 1.509, H7 1.102, H8 1.083, H11 1.095
4 H -1.5358 -1.5920 0.4857  C1 1.091
5 H -1.4433 -0.1777 -0.3831  C1 1.095
6 H -4.1614 -1.2031 0.7984  C2 1.088
7 H -1.9785 1.2664 1.3284  C3 1.102
8 H -2.4952 0.1035 2.6120  C3 1.083
9 H -3.6541 -1.5582 -0.7798  C2 1.100
10 H -3.9225 0.0365 -0.5055  C2 1.102
11 H -0.9603 0.2927 2.0655  C3 1.095
12 C 1.2423 2.6747 -0.4241  C16 1.490, H24 1.093, H25 1.095, H27 1.107
13 C 2.4789 -0.7362 -1.4964  C14 1.376, C15 1.416, H20 1.088
14 C 2.2812 0.6227 -1.4174  C13 1.376, C16 1.410, H21 1.088
15 C 2.0085 -1.5804 -0.4616  C13 1.416, C17 1.377, O19 1.358
16 C 1.6606 1.2486 -0.3168  C12 1.490, C14 1.410, C18 1.377
17 C 1.5287 -0.9602 0.6700  C15 1.377, C18 1.397, H23 1.091
18 C 1.2064 0.3990 0.6667  C16 1.377, C17 1.397, H26 1.081
19 O 2.1461 -2.9288 -0.5473  C15 1.358, H22 0.962
20 H 2.8888 -1.1572 -2.4115  C13 1.088
21 H 2.6755 1.2483 -2.2156  C14 1.088
22 H 2.4260 -3.1600 -1.4377  O19 0.962
23 H 1.2934 -1.5730 1.5411  C17 1.091
24 H 1.5461 3.2303 -1.3150  C12 1.093
25 H 1.6503 3.3424 0.3422  C12 1.095
26 H 0.4835 0.5840 1.4485  C18 1.081
27 H 0.1464 2.8140 -0.3586  C12 1.107

Results
Net charge: 0
Gap between HOMO and LUMO (eV): 9.245
Relative energy (zero: lowest compared OMol25 entry of this formula, charge and spin) (kcal/mol): 43.1
DFT total energy (Eh): -465.8292
SMILES string: Cc1ccc(O)cc1.CCC
LUMO (eV): 0.84
E_HOMO (Ha): -0.309

***

2.
The following is a quantum chemistry calculation of 2 unconnected molecules or ions with the total composition C10H16O in a non-equilibrium geometry, from the OMol25 dataset.

Last columns: bonded neighbours and bond lengths (Å).
Element x y z (Å)
1 C 1.4153 2.1400 -1.7259  C2 1.583, C3 1.504, H4 1.084, H5 1.051
2 C -0.0794 2.1637 -2.2467  C1 1.583, H6 1.082, H9 1.083, H10 1.091
3 C 1.7247 0.6731 -1.6097  C1 1.504, H7 1.140, H8 1.132, H11 1.227
4 H 2.0846 2.4773 -2.5091  C1 1.084
5 H 1.3063 2.5276 -0.7548  C1 1.051
6 H -0.0413 1.6425 -3.1937  C2 1.082
7 H 0.9209 0.3351 -0.8752  C3 1.140
8 H 1.5006 0.1967 -2.6119  C3 1.132
9 H -0.4115 3.1651 -2.4894  C2 1.083
10 H -0.7854 1.6316 -1.6078  C2 1.091
11 H 2.7839 0.5242 -1.0092  C3 1.227
12 C 2.0171 -2.0940 1.0833  C16 1.452, H24 1.065, H25 1.164, H27 1.143
13 C -1.5258 -1.2225 -0.0509  C14 1.369, C15 1.386, H20 1.151
14 C -1.6851 -0.1373 0.7676  C13 1.369, C17 1.421, O19 1.383
15 C -0.2021 -1.6317 -0.0900  C13 1.386, C16 1.482, H21 1.125
16 C 0.8270 -1.2788 0.9157  C12 1.452, C15 1.482, C18 1.317
17 C -0.6962 0.4035 1.6335  C14 1.421, C18 1.407, H22 1.105
18 C 0.5482 -0.2515 1.6911  C16 1.317, C17 1.407, H26 1.074
19 O -2.9570 0.3927 0.6430  C14 1.383, H23 0.982
20 H -2.3505 -1.5068 -0.8017  C13 1.151
21 H 0.1969 -2.4378 -0.7659  C15 1.125
22 H -0.9464 1.4541 1.8687  C17 1.105
23 H -3.2209 0.7806 1.5060  O19 0.982
24 H 2.0057 -3.1534 1.1918  C12 1.065
25 H 2.5909 -1.6037 1.9691  C12 1.164
26 H 1.1419 0.2134 2.4560  C18 1.074
27 H 2.8175 -1.9749 0.2754  C12 1.143

Results
Net charge: 0
Gap between HOMO and LUMO (eV): 9.207
Relative energy (zero: lowest compared OMol25 entry of this formula, charge and spin) (kcal/mol): 72.9
DFT total energy (Eh): -465.7816
SMILES string: Cc1ccc(O)cc1.CCC
LUMO (eV): 0.84
E_HOMO (Ha): -0.307

***

3.
The following is a quantum chemistry calculation of 2 unconnected molecules or ions with the total composition C10H16O, from the OMol25 dataset.

Last columns: bonded neighbours and bond lengths (Å).
Element x y z (Å)
1 C -0.6945 -2.0421 2.4773  C3 1.502, H11 1.088, H12 1.089, H16 1.090
2 C -0.5578 -0.3914 0.5748  C3 1.386, C4 1.388, H9 1.083
3 C -0.8160 -1.6766 1.0254  C1 1.502, C2 1.386, C5 1.396
4 C -0.6734 -0.0536 -0.7669  C2 1.388, C6 1.386, H10 1.078
5 C -1.2124 -2.6295 0.0848  C3 1.396, C7 1.384, H13 1.082
6 C -1.0796 -1.0034 -1.6906  C4 1.386, C7 1.391, O8 1.362
7 C -1.3401 -2.2974 -1.2530  C5 1.384, C6 1.391, H14 1.082
8 O -1.1849 -0.6364 -2.9981  C6 1.362, H15 0.949
9 H -0.2611 0.3609 1.2957  C2 1.083
10 H -0.4530 0.9432 -1.1143  C4 1.078
11 H 0.0240 -1.3930 2.9740  C1 1.088
12 H -0.3421 -3.0640 2.6065  C1 1.089
13 H -1.4116 -3.6486 0.3891  C5 1.082
14 H -1.6504 -3.0587 -1.9569  C7 1.082
15 H -1.4301 -1.3901 -3.5201  O8 0.949
16 H -1.6410 -1.9314 3.0072  C1 1.090
17 C 1.9002 2.5004 0.7770  C18 1.526, C19 1.526, H20 1.091, H21 1.094
18 C 1.2090 3.5113 -0.1333  C17 1.526, H22 1.091, H26 1.087, H27 1.086
19 C 3.2097 2.9942 1.3859  C17 1.526, H23 1.092, H24 1.091, H25 1.089
20 H 1.2215 2.2137 1.5821  C17 1.091
21 H 2.0964 1.5997 0.1873  C17 1.094
22 H 0.3075 3.0646 -0.5542  C18 1.091
23 H 3.0069 3.8590 2.0210  C19 1.092
24 H 3.6542 2.2037 1.9924  C19 1.091
25 H 3.9477 3.2774 0.6363  C19 1.089
26 H 0.9309 4.4154 0.4032  C18 1.087
27 H 1.8287 3.7653 -0.9888  C18 1.086

Results
Net charge: 0
Gap between HOMO and LUMO (eV): 9.275
Relative energy (zero: lowest compared OMol25 entry of this formula, charge and spin) (kcal/mol): 14.7
DFT total energy (Eh): -465.8743
SMILES string: Cc1ccc(O)cc1.CCC
LUMO (eV): 0.89
E_HOMO (Ha): -0.308

***

4.
The following is a quantum chemistry calculation of 2 unconnected molecules or ions with the total composition C10H16O in a non-equilibrium geometry, from the OMol25 dataset.

Last columns: bonded neighbours and bond lengths (Å).
Element x y z (Å)
1 C -0.1847 -1.5240 -1.7529  C3 1.492, H10 1.157, H11 1.127, H15 1.074
2 C 0.5657 0.8293 -2.0532  C3 1.394, C4 1.525, H8 1.094
3 C 0.7655 -0.4132 -1.4529  C1 1.492, C2 1.394, C6 1.495
4 C 1.3164 1.9960 -1.4191  C2 1.525, C5 1.322, H9 1.043
5 C 2.1106 1.7225 -0.3978  C4 1.322, C7 1.479, H12 1.030
6 C 1.7849 -0.7358 -0.4078  C3 1.495, C7 1.366, H13 0.973
7 C 2.5282 0.3501 -0.0397  C5 1.479, C6 1.366, H14 1.145
8 H -0.2257 0.9717 -2.7951  C2 1.094
9 H 1.0150 2.9187 -1.8015  C4 1.043
10 H -0.8953 -1.9198 -0.9300  C1 1.157
11 H 0.2921 -2.4960 -2.0657  C1 1.127
12 H 2.5893 2.5588 -0.0334  C5 1.030
13 H 1.8466 -1.6687 -0.1383  C6 0.973
14 H 3.3664 0.2118 0.7285  C7 1.145
15 H -1.0815 -1.2992 -2.2991  C1 1.074
16 C -1.5037 -0.2776 1.4428  C17 1.457, C18 1.613, O19 1.417, H20 1.087
17 C -2.4856 0.7587 1.1524  C16 1.457, H21 1.156, H26 1.116, H27 1.053
18 C -1.1023 -0.5867 2.9744  C16 1.613, H22 1.084, H23 1.053, H24 1.103
19 O -2.0628 -1.3738 0.7409  C16 1.417, H25 0.991
20 H -0.5504 -0.0344 0.9814  C16 1.087
21 H -2.0711 1.8046 1.4159  C17 1.156
22 H -1.3405 0.2635 3.6038  C18 1.084
23 H -1.6044 -1.4676 3.2588  C18 1.053
24 H -0.0234 -0.8125 3.0209  C18 1.103
25 H -1.5127 -2.1455 1.0290  O19 0.991
26 H -3.4544 0.7585 1.7057  C17 1.116
27 H -2.6174 0.6297 0.1151  C17 1.053

Results
Net charge: 0
Gap between HOMO and LUMO (eV): 9.568
Relative energy (zero: lowest compared OMol25 entry of this formula, charge and spin) (kcal/mol): 76.9
DFT total energy (Eh): -465.7753
SMILES string: Cc1ccccc1.CC(C)O
LUMO (eV): 0.80
E_HOMO (Ha): -0.322

***

5.
The following is a quantum chemistry calculation of 2 unconnected molecules or ions with the total composition C10H16O in a non-equilibrium geometry, from the OMol25 dataset.

Last columns: bonded neighbours and bond lengths (Å).
Element x y z (Å)
1 C 1.1642 -1.6139 -1.6352  C2 1.521, C3 1.529, H4 1.093, H5 1.090
2 C 1.7986 -1.2083 -2.9572  C1 1.521, H6 1.097, H7 1.091, H10 1.097
3 C -0.2660 -2.1440 -1.7379  C1 1.529, H8 1.095, H9 1.088, H11 1.089
4 H 1.7878 -2.3915 -1.1873  C1 1.093
5 H 1.1812 -0.7408 -0.9831  C1 1.090
6 H 2.8098 -0.8427 -2.7416  C2 1.097
7 H 1.2338 -0.4862 -3.5483  C2 1.091
8 H -0.3603 -2.7054 -2.6735  C3 1.095
9 H -0.5945 -2.8046 -0.9380  C3 1.088
10 H 1.9533 -2.0739 -3.6137  C2 1.097
11 H -1.0244 -1.3628 -1.7129  C3 1.089
12 C 0.8948 1.7242 3.3660  C16 1.511, H24 1.093, H25 1.086, H27 1.099
13 C -0.3962 1.2668 -0.1703  C14 1.385, C15 1.384, H20 1.084
14 C -1.6350 0.6911 0.0562  C13 1.385, C17 1.381, O19 1.368
15 C 0.4061 1.6476 0.8917  C13 1.384, C16 1.398, H21 1.081
16 C -0.0011 1.3726 2.2008  C12 1.511, C15 1.398, C18 1.386
17 C -2.0463 0.4331 1.3491  C14 1.381, C18 1.393, H22 1.082
18 C -1.2652 0.8507 2.4241  C16 1.386, C17 1.393, H26 1.086
19 O -2.3636 0.3700 -1.0555  C14 1.368, H23 0.966
20 H -0.1089 1.4223 -1.2043  C13 1.084
21 H 1.4325 1.9743 0.7989  C15 1.081
22 H -3.0399 0.0476 1.5348  C17 1.082
23 H -3.3180 0.4360 -0.9239  O19 0.966
24 H 0.6079 1.1376 4.2421  C12 1.093
25 H 0.8482 2.7819 3.6077  C12 1.086
26 H -1.6524 0.7222 3.4301  C18 1.086
27 H 1.9540 1.4962 3.1812  C12 1.099

Results
Net charge: 0
Gap between HOMO and LUMO (eV): 9.366
Relative energy (zero: lowest compared OMol25 entry of this formula, charge and spin) (kcal/mol): 20.9
DFT total energy (Eh): -465.8646
SMILES string: Cc1ccc(O)cc1.CCC
LUMO (eV): 0.82
E_HOMO (Ha): -0.314

***

6.
The following is a quantum chemistry calculation of 2 unconnected molecules or ions with the total composition C10H16O in a non-equilibrium geometry, from the OMol25 dataset.

Last columns: bonded neighbours and bond lengths (Å).
Element x y z (Å)
1 C -0.2623 -2.0830 -3.3163  C2 1.519, H3 1.094, H4 1.071, H5 1.116
2 C 0.1707 -2.5349 -1.9325  C1 1.519, H6 1.098, H7 1.092, H8 1.069
3 H -0.1799 -2.9167 -4.0195  C1 1.094
4 H -1.2155 -1.5944 -3.3421  C1 1.071
5 H 0.5465 -1.4358 -3.7323  C1 1.116
6 H 1.1287 -3.0715 -1.9056  C2 1.098
7 H -0.4118 -3.4250 -1.6838  C2 1.092
8 H 0.1795 -1.7825 -1.1733  C2 1.069
9 C -0.6539 0.7295 -0.6478  C10 1.568, C11 1.513, H18 1.101, H19 1.105
10 C -2.0489 1.3692 -0.9689  C9 1.568, H20 1.065, H26 1.102, H27 1.080
11 C -0.0533 0.8945 0.7312  C9 1.513, C12 1.423, C13 1.412
12 C -0.2389 -0.1655 1.6622  C11 1.423, C14 1.376, H21 1.080
13 C 0.7731 2.0053 1.0098  C11 1.412, C15 1.377, H22 1.069
14 C 0.4131 -0.0542 2.8693  C12 1.376, C16 1.427, H23 1.086
15 C 1.3779 2.1321 2.2399  C13 1.377, C16 1.413, H24 1.082
16 C 1.2841 1.0440 3.1358  C14 1.427, C15 1.413, O17 1.368
17 O 1.9371 1.0121 4.3374  C16 1.368, H25 0.973
18 H -0.5627 -0.3471 -0.8598  C9 1.101
19 H 0.0969 1.3042 -1.2199  C9 1.105
20 H -2.5899 1.3742 -0.0513  C10 1.065
21 H -0.9231 -0.9900 1.5242  C12 1.080
22 H 0.7353 2.7737 0.2670  C13 1.069
23 H 0.2151 -0.8271 3.6054  C14 1.086
24 H 2.0159 2.9876 2.4207  C15 1.082
25 H 2.5749 0.2779 4.3261  O17 0.973
26 H -2.3799 0.9487 -1.9321  C10 1.102
27 H -1.9286 2.3749 -1.3441  C10 1.080

Results
Net charge: +1
Gap between HOMO and LUMO (spin up / spin down) (eV): 10.028 / 6.154
Relative energy (zero: lowest compared OMol25 entry of this formula, charge and spin) (kcal/mol): 38.2
<S²>: 0.765
DFT total energy (Eh): -465.5229
Multiplicity: 2
LUMO (spin up / spin down) (eV): -4.01 / -7.88
E_HOMO (spin up / spin down) (Ha): -0.516 / -0.516